Below is the molecule C6H4N2 at a distorted geometry, with properties calculated with ωB97M-V/def2-TZVPD.

Summary:
Total energy: -340.422686 hartree
Molar mass: 104.11 g/mol
Gap between HOMO and LUMO: 9.01 eV

Last columns: bonded neighbours and bond lengths (Å).
Element x y z (Å)
1 C 0.60465 2.82252 0.88345  C2 1.271, H9 1.241
2 C 0.20282 1.62589 0.73571  C1 1.271, C3 1.412
3 C -0.14601 0.38430 0.16113  C2 1.412, C4 1.473, C8 1.424
4 C -0.79902 -0.72203 0.88125  C3 1.473, N5 1.313, H10 1.114
5 N -0.90656 -1.93912 0.39999  C4 1.313, C6 1.387
6 C -0.27950 -2.03890 -0.83310  N5 1.387, N7 1.339, H11 1.087
7 N 0.40454 -1.14558 -1.55930  C6 1.339, C8 1.310
8 C 0.47294 0.07300 -1.08254  C3 1.424, N7 1.310, H12 1.138
9 H 1.24170 3.76115 1.38548  C1 1.241
10 H -1.15727 -0.61348 1.93041  C4 1.114
11 H -0.45485 -3.08106 -1.08750  C6 1.087
12 H 0.81657 0.87330 -1.81497  C8 1.138


Below is a cluster of 2 separate species, C5H10NO in total at a distorted geometry, with properties calculated with ωB97M-V/def2-TZVPD.

Summary:
Total energy: -326.120114 hartree
Charge: +1
Molar mass: 100.14 g/mol
Gap between HOMO and LUMO: 9.41 eV

Last columns: bonded neighbours and bond lengths (Å).
Element x y z (Å)
1 C -3.47108 -0.98276 -0.26104  C2 1.283, H8 1.069, H11 1.089
2 C -2.34229 -0.43179 0.00239  C1 1.283, C4 1.343
3 C 1.85852 -1.00458 -0.66645  C5 1.341, H9 1.035, H10 1.103
4 C -1.12965 0.11693 0.18009  C2 1.343, O7 1.424, H12 1.098
5 C 2.22175 -0.31207 0.42253  C3 1.341, N6 1.449, H13 1.101
6 N 1.98524 1.11648 0.37575  C5 1.449, H14 1.056, H15 1.000, H16 1.059
7 O -0.54998 1.26594 -0.42940  C4 1.424, H17 0.999
8 H -3.78664 -1.95963 -0.55989  C1 1.069
9 H 1.33969 -0.48611 -1.39668  C3 1.035
10 H 1.84172 -2.10643 -0.63047  C3 1.103
11 H -4.25758 -0.50909 0.32385  C1 1.089
12 H -0.66984 -0.38790 1.03975  C4 1.098
13 H 2.57371 -0.58465 1.42982  C5 1.101
14 H 2.41056 1.65649 -0.42567  N6 1.056
15 H 2.36693 1.54357 1.19587  N6 1.000
16 H 0.98129 1.29499 0.08809  N6 1.059
17 H -1.37237 1.77062 -0.68856  O7 0.999


Below is a cluster of 2 separate species, C8H12O in total at a distorted geometry, with properties calculated with ωB97M-V/def2-TZVPD.

Summary:
Total energy: -387.086440 hartree
Molar mass: 124.18 g/mol
Gap between HOMO and LUMO: 9.37 eV

Last columns: bonded neighbours and bond lengths (Å).
Element x y z (Å)
1 C 1.34677 -0.42812 1.74138  C2 1.281, H6 1.156, H7 1.170
2 C 0.11375 -0.43962 1.39268  C1 1.281, C3 1.315
3 C -1.15147 -0.56470 1.05493  C2 1.315, C4 1.491, C5 1.543
4 C -2.02304 -1.56670 1.73375  C3 1.491, H8 1.088, H9 1.038, H10 1.131
5 C -2.03036 0.24329 0.07666  C3 1.543, H11 1.112, H12 1.068, H13 1.111
6 H 1.86685 0.15419 2.59376  C1 1.156
7 H 2.14818 -1.02566 1.13308  C1 1.170
8 H -3.00489 -1.17705 1.99491  C4 1.088
9 H -1.55971 -2.09319 2.49871  C4 1.038
10 H -2.12465 -2.36232 0.93683  C4 1.131
11 H -2.97534 0.38285 0.64558  C5 1.112
12 H -1.66016 1.17889 -0.28176  C5 1.068
13 H -2.19537 -0.30834 -0.87338  C5 1.111
14 C 1.14724 1.93641 -3.12297  C15 1.276, H18 1.085, H19 1.054
15 C 1.51118 1.03882 -2.29207  C14 1.276, C16 1.330
16 C 1.95824 0.25759 -1.31240  C15 1.330, O17 1.338, H20 1.062
17 O 3.15532 0.58977 -0.81613  C16 1.338, H21 1.020
18 H 1.41554 1.81015 -4.16700  C14 1.085
19 H 0.76660 2.85323 -2.76851  C14 1.054
20 H 1.39431 -0.52216 -0.86352  C16 1.062
21 H 3.34000 1.59030 -0.89427  O17 1.020


Below is a cluster of 7 separate species, C14H42O14 in total at a distorted geometry, with properties calculated with ωB97M-V/def2-TZVPD.

Summary:
Total energy: -1611.817473 hartree
Molar mass: 434.48 g/mol
Gap between HOMO and LUMO: 9.40 eV

Last columns: bonded neighbours and bond lengths (Å).
Element x y z (Å)
1 O -11.67612 -10.50173 7.74515  C2 1.423, H5 0.967
2 C -10.56711 -11.27660 8.18638  O1 1.423, C3 1.515, H6 1.099, H7 1.091
3 C -10.86152 -11.98308 9.49374  C2 1.515, O4 1.429, H8 1.089, H9 1.097
4 O -11.01237 -10.97522 10.49491  C3 1.429, H10 0.963
5 H -12.22273 -11.08576 7.20203  O1 0.967
6 H -10.33130 -11.95944 7.35798  C2 1.099
7 H -9.68900 -10.64363 8.32215  C2 1.091
8 H -10.07884 -12.66497 9.82262  C3 1.089
9 H -11.77188 -12.58063 9.36236  C3 1.097
10 H -11.95178 -10.77396 10.56145  O4 0.963
11 O -16.84542 -10.79012 12.07258  C12 1.437, H15 0.961
12 C -15.95198 -9.66540 12.03342  O11 1.437, C13 1.501, H16 1.093, H17 1.099
13 C -15.21940 -9.59844 10.72514  C12 1.501, O14 1.421, H18 1.090, H19 1.099
14 O -13.99790 -10.31892 10.64035  C13 1.421, H20 0.963
15 H -17.48927 -10.60829 12.76212  O11 0.961
16 H -16.44647 -8.71510 12.25240  C12 1.093
17 H -15.26197 -9.82916 12.87324  C12 1.099
18 H -15.00638 -8.56248 10.46161  C13 1.090
19 H -15.87461 -9.95665 9.91894  C13 1.099
20 H -14.16134 -11.24364 10.85464  O14 0.963
21 O -11.53408 -15.50053 6.43116  C22 1.412, H25 0.969
22 C -10.31236 -15.08520 5.85892  O21 1.412, C23 1.513, H26 1.102, H27 1.092
23 C -9.96948 -15.89456 4.62688  C22 1.513, O24 1.448, H28 1.099, H29 1.085
24 O -9.06890 -15.19516 3.73478  C23 1.448, H30 0.966
25 H -12.20551 -15.26856 5.77154  O21 0.969
26 H -10.44300 -14.03634 5.54862  C22 1.102
27 H -9.48239 -15.03244 6.56676  C22 1.092
28 H -10.88090 -15.93821 4.01448  C23 1.099
29 H -9.58534 -16.89453 4.79744  C23 1.085
30 H -9.24436 -14.24884 3.81930  O24 0.966
31 O -10.50970 -12.80410 3.54289  C32 1.426, H35 0.960
32 C -11.49311 -13.48826 2.76879  O31 1.426, C33 1.514, H36 1.097, H37 1.088
33 C -11.00374 -13.54875 1.33762  C32 1.514, O34 1.425, H38 1.090, H39 1.097
34 O -11.75609 -14.49424 0.58201  C33 1.425, H40 0.962
35 H -10.87780 -12.37802 4.32100  O31 0.960
36 H -11.53773 -14.51797 3.14475  C32 1.097
37 H -12.45433 -12.99432 2.89808  C32 1.088
38 H -9.92661 -13.65135 1.20588  C33 1.090
39 H -11.23740 -12.57856 0.88129  C33 1.097
40 H -11.37646 -15.36192 0.75238  O34 0.962
41 O -13.39886 -11.10507 14.51093  C42 1.408, H45 0.960
42 C -12.57902 -10.07518 14.01099  O41 1.408, C43 1.517, H46 1.091, H47 1.104
43 C -11.18082 -10.09006 14.60025  C42 1.517, O44 1.421, H48 1.093, H49 1.096
44 O -11.16718 -9.57330 15.92395  C43 1.421, H50 0.962
45 H -13.71419 -10.92235 15.39860  O41 0.960
46 H -12.59271 -10.01173 12.92198  C42 1.091
47 H -12.94035 -9.06381 14.26581  C42 1.104
48 H -10.52454 -9.42266 14.03559  C43 1.093
49 H -10.66076 -11.05112 14.51444  C43 1.096
50 H -11.77605 -10.07780 16.47130  O44 0.962
51 O -12.60662 -12.42042 5.92231  C52 1.446, H55 0.964
52 C -13.59432 -13.21052 6.62280  O51 1.446, C53 1.501, H56 1.081, H57 1.100
53 C -14.45104 -13.97802 5.65797  C52 1.501, O54 1.424, H58 1.098, H59 1.099
54 O -13.77385 -14.95162 4.87001  C53 1.424, H60 0.960
55 H -13.05086 -11.76792 5.36873  O51 0.964
56 H -13.08806 -13.71115 7.43639  C52 1.081
57 H -14.34182 -12.50462 7.01357  C52 1.100
58 H -15.00963 -13.25662 5.04680  C53 1.098
59 H -15.25356 -14.50541 6.19202  C53 1.099
60 H -14.40631 -15.57816 4.51121  O54 0.960
61 O -11.15091 -7.70704 9.19659  C62 1.417, H65 0.964
62 C -11.57102 -7.41430 10.51738  O61 1.417, C63 1.514, H66 1.090, H67 1.101
63 C -10.49137 -7.73206 11.53060  C62 1.514, O64 1.419, H68 1.096, H69 1.096
64 O -9.51517 -6.70595 11.62370  C63 1.419, H70 0.961
65 H -11.15788 -8.66274 9.07152  O61 0.964
66 H -11.88100 -6.37265 10.59513  C62 1.090
67 H -12.46827 -8.01326 10.73707  C62 1.101
68 H -10.03304 -8.69379 11.27421  C63 1.096
69 H -10.98139 -7.94426 12.48744  C63 1.096
70 H -8.85082 -6.92689 10.96571  O64 0.961


Below is a cluster of 2 separate species, C5H13N2S in total at a distorted geometry, with properties calculated with ωB97M-V/def2-TZVPD.

Summary:
Total energy: -705.693288 hartree
Charge: +1
Molar mass: 133.24 g/mol
Gap between HOMO and LUMO: 10.77 eV

Last columns: bonded neighbours and bond lengths (Å).
Element x y z (Å)
1 C -3.84827 -0.01305 -0.25838  N6 1.176, S8 1.553
2 C 0.34698 -1.94463 0.03087  C5 1.475, H9 1.013, H10 1.164, H11 1.057
3 C -0.23417 0.86423 -0.83868  N7 1.430, H12 1.158, H13 1.162, H14 1.052
4 C 0.71428 1.51518 1.29043  N7 1.432, H15 1.103, H16 1.147, H17 1.128
5 C 1.06279 -0.73737 0.48588  C2 1.475, N7 1.436, H18 1.113, H19 1.037
6 N -4.89922 0.10376 -0.77373  C1 1.176, H20 0.988
7 N 0.26620 0.45646 0.43689  C3 1.430, C4 1.432, C5 1.436, H21 1.102
8 S -2.72263 -0.54453 0.67069  C1 1.553
9 H -0.50649 -1.79856 0.55710  C2 1.013
10 H 0.10757 -2.01973 -1.10591  C2 1.164
11 H 0.85326 -2.82000 0.33848  C2 1.057
12 H 0.45426 1.28490 -1.66912  C3 1.158
13 H -0.64689 -0.07349 -1.38667  C3 1.162
14 H -0.98157 1.59150 -0.70330  C3 1.052
15 H 0.09177 2.41369 1.14128  C4 1.103
16 H 0.62433 1.42435 2.43012  C4 1.147
17 H 1.74638 1.80842 0.94310  C4 1.128
18 H 1.99611 -0.50512 -0.07432  C5 1.113
19 H 1.31466 -0.89855 1.47858  C5 1.037
20 H -5.52116 -0.04915 -1.52575  N6 0.988
21 H -0.72795 0.20334 0.84072  N7 1.102


Look up the molar mass of the second one. 100.14 g/mol


Copy entry 3 word for word.
Below is a cluster of 2 separate species, C8H12O in total at a distorted geometry, with properties calculated with ωB97M-V/def2-TZVPD.

Summary:
Total energy: -387.086440 hartree
Molar mass: 124.18 g/mol
Gap between HOMO and LUMO: 9.37 eV

Last columns: bonded neighbours and bond lengths (Å).
Element x y z (Å)
1 C 1.34677 -0.42812 1.74138  C2 1.281, H6 1.156, H7 1.170
2 C 0.11375 -0.43962 1.39268  C1 1.281, C3 1.315
3 C -1.15147 -0.56470 1.05493  C2 1.315, C4 1.491, C5 1.543
4 C -2.02304 -1.56670 1.73375  C3 1.491, H8 1.088, H9 1.038, H10 1.131
5 C -2.03036 0.24329 0.07666  C3 1.543, H11 1.112, H12 1.068, H13 1.111
6 H 1.86685 0.15419 2.59376  C1 1.156
7 H 2.14818 -1.02566 1.13308  C1 1.170
8 H -3.00489 -1.17705 1.99491  C4 1.088
9 H -1.55971 -2.09319 2.49871  C4 1.038
10 H -2.12465 -2.36232 0.93683  C4 1.131
11 H -2.97534 0.38285 0.64558  C5 1.112
12 H -1.66016 1.17889 -0.28176  C5 1.068
13 H -2.19537 -0.30834 -0.87338  C5 1.111
14 C 1.14724 1.93641 -3.12297  C15 1.276, H18 1.085, H19 1.054
15 C 1.51118 1.03882 -2.29207  C14 1.276, C16 1.330
16 C 1.95824 0.25759 -1.31240  C15 1.330, O17 1.338, H20 1.062
17 O 3.15532 0.58977 -0.81613  C16 1.338, H21 1.020
18 H 1.41554 1.81015 -4.16700  C14 1.085
19 H 0.76660 2.85323 -2.76851  C14 1.054
20 H 1.39431 -0.52216 -0.86352  C16 1.062
21 H 3.34000 1.59030 -0.89427  O17 1.020


The highest molar mass belongs to which entry? C14H42O14